{"formula": "C56H44O16SSi", "method": "ωB97M-V/def2-TZVPD", "charge": 0, "e_lumo_ha": -0.071, "smiles": "Cc1cccc(C[SiH2]S)c1.O=C1C=CC(=O)C=C1.O=C1C=CC(=O)C=C1.O=C1C=CC(=O)C=C1.O=C1C=CC(=O)C=C1.O=C1C=CC(=O)C=C1.O=C1C=CC(=O)C=C1.O=C1C=CC(=O)C=C1.O=C1C=CC(=O)C=C1", "multiplicity": 1, "homo_lumo_gap_ev": 7.146, "e_tot_ev": -110249.887, "elements": ["C", "C", "C", "C", "C", "C", "C", "Si", "S", "C", "H", "H", "H", "H", "H", "H", "H", "H", "H", "H", "H", "H", "C", "C", "C", "O", "C", "C", "C", "O", "H", "H", "H", "H", "C", "C", "C", "O", "C", "C", "C", "O", "H", "H", "H", "H", "C", "C", "C", "O", "C", "C", "C", "O", "H", "H", "H", "H", "C", "C", "C", "O", "C", "C", "C", "O", "H", "H", "H", "H", "C", "C", "C", "O", "C", "C", "C", "O", "H", "H", "H", "H", "C", "C", "C", "O", "C", "C", "C", "O", "H", "H", "H", "H", "C", "C", "C", "O", "C", "C", "C", "O", "H", "H", "H", "H", "C", "C", "C", "O", "C", "C", "C", "O", "H", "H", "H", "H"], "coordinates": [[-3.21, -2.66, 0.98], [-3.84, -1.39, 0.39], [-5.08, -1.40, -0.18], [-5.57, -0.20, -0.65], [-4.82, 0.93, -0.57], [-3.57, 0.95, 0.00], [-2.83, 2.28, 0.07], [-0.95, 2.11, -0.05], [-0.50, 1.18, -1.93], [-3.09, -0.24, 0.50], [-3.93, -3.47, 1.08], [-2.34, -2.95, 0.38], [-2.82, -2.38, 1.97], [-5.67, -2.31, -0.24], [-6.56, -0.17, -1.10], [-5.25, 1.85, -0.98], [-3.16, 2.90, -0.77], [-3.10, 2.78, 1.01], [-0.23, 3.38, 0.20], [-0.50, 1.18, 1.01], [0.14, 0.05, -1.56], [-2.11, -0.29, 0.97], [0.73, -4.25, -1.79], [0.68, -2.96, -1.49], [1.93, -2.19, -1.24], [1.89, -1.00, -0.96], [3.22, -2.91, -1.33], [3.26, -4.21, -1.62], [2.02, -4.98, -1.88], [2.05, -6.16, -2.15], [-0.17, -4.83, -1.98], [-0.25, -2.41, -1.42], [4.11, -2.34, -1.14], [4.19, -4.76, -1.69], [5.70, -3.38, 3.16], [4.98, -3.66, 4.24], [3.57, -3.23, 4.36], [2.90, -3.49, 5.34], [2.99, -2.46, 3.22], [3.72, -2.17, 2.15], [5.13, -2.61, 2.03], [5.79, -2.35, 1.05], [6.73, -3.69, 3.06], [5.38, -4.22, 5.07], [1.96, -2.15, 3.32], [3.32, -1.62, 1.31], [9.12, -6.78, 1.70], [7.97, -6.45, 2.30], [6.71, -6.36, 1.53], [5.67, -6.06, 2.07], [6.77, -6.66, 0.08], [7.91, -6.99, -0.52], [9.17, -7.08, 0.25], [10.22, -7.39, -0.29], [10.05, -6.85, 2.24], [7.91, -6.23, 3.35], [5.83, -6.59, -0.47], [7.97, -7.21, -1.58], [-8.83, 1.90, -5.74], [-8.92, 0.76, -5.06], [-7.93, 0.41, -4.01], [-8.01, -0.63, -3.39], [-6.84, 1.38, -3.75], [-6.74, 2.52, -4.43], [-7.73, 2.87, -5.48], [-7.65, 3.90, -6.10], [-9.54, 2.17, -6.51], [-9.71, 0.04, -5.23], [-6.12, 1.10, -2.98], [-5.95, 3.23, -4.26], [-2.44, 6.95, 0.14], [-3.00, 5.93, -0.50], [-4.48, 5.81, -0.63], [-4.99, 4.88, -1.22], [-5.30, 6.88, -0.02], [-4.74, 7.90, 0.63], [-3.27, 8.01, 0.75], [-2.76, 8.94, 1.34], [-1.37, 7.05, 0.25], [-2.42, 5.14, -0.96], [-6.38, 6.78, -0.12], [-5.33, 8.69, 1.08], [-0.73, 11.02, 2.42], [-1.43, 11.58, 3.40], [-0.80, 12.48, 4.40], [-1.44, 12.98, 5.29], [0.65, 12.74, 4.25], [1.36, 12.19, 3.27], [0.73, 11.28, 2.28], [1.37, 10.78, 1.39], [-1.17, 10.36, 1.69], [-2.50, 11.40, 3.52], [1.10, 13.40, 4.99], [2.42, 12.36, 3.15], [14.15, -7.38, -1.61], [13.44, -6.80, -0.65], [14.08, -5.89, 0.34], [13.43, -5.36, 1.22], [15.54, -5.66, 0.21], [16.25, -6.24, -0.75], [15.61, -7.15, -1.74], [16.26, -7.68, -2.62], [13.70, -8.05, -2.33], [12.37, -6.96, -0.53], [15.98, -4.99, 0.93], [17.31, -6.08, -0.87], [-12.69, -1.40, 0.25], [-12.00, -0.39, 0.77], [-10.87, 0.23, 0.03], [-10.24, 1.15, 0.51], [-10.54, -0.32, -1.30], [-11.23, -1.34, -1.82], [-12.36, -1.96, -1.08], [-12.99, -2.88, -1.56], [-13.51, -1.87, 0.78], [-12.22, 0.03, 1.74], [-9.71, 0.14, -1.83], [-11.00, -1.75, -2.79]]}

{"formula": "C56H47AuN3P3", "method": "ωB97M-V/def2-TZVPD", "charge": 2, "e_lumo_ha": -0.276, "multiplicity": 1, "homo_lumo_gap_ev": 4.957, "e_tot_ev": -94848.430, "elements": ["Au", "C", "N", "C", "P", "C", "C", "C", "C", "C", "C", "C", "C", "C", "C", "C", "C", "C", "C", "C", "C", "C", "C", "P", "C", "C", "C", "C", "C", "C", "C", "C", "C", "C", "C", "C", "H", "H", "H", "H", "H", "H", "H", "H", "H", "H", "H", "H", "H", "H", "H", "H", "H", "H", "H", "H", "H", "H", "H", "H", "H", "H", "H", "H", "H", "C", "C", "C", "C", "C", "C", "P", "C", "C", "C", "C", "C", "C", "C", "C", "C", "C", "C", "C", "H", "H", "H", "H", "H", "H", "H", "H", "H", "H", "H", "H", "H", "H", "N", "C", "C", "C", "C", "N", "C", "C", "H", "H", "H", "H"], "coordinates": [[-0.91, 0.72, -0.06], [0.76, -0.69, 3.10], [-0.32, -1.66, 3.03], [-1.67, -1.19, 2.82], [-2.00, -1.20, 0.98], [-1.64, -2.92, 0.55], [-0.35, -3.23, 0.12], [-0.02, -4.53, -0.21], [-0.99, -5.53, -0.13], [-2.27, -5.22, 0.29], [-2.61, -3.92, 0.63], [-3.80, -1.00, 0.82], [-4.61, -0.55, 1.86], [-5.97, -0.34, 1.63], [-6.51, -0.58, 0.38], [-5.70, -1.02, -0.66], [-4.35, -1.22, -0.45], [-0.12, -2.83, 3.82], [0.81, -3.78, 3.42], [1.03, -4.91, 4.19], [0.33, -5.10, 5.37], [-0.59, -4.15, 5.78], [-0.82, -3.01, 5.01], [0.62, 0.79, 1.98], [-0.03, 2.08, 3.07], [-1.22, 2.71, 2.72], [-1.76, 3.69, 3.55], [-1.11, 4.04, 4.72], [0.08, 3.41, 5.07], [0.63, 2.44, 4.25], [2.36, 1.19, 1.66], [2.85, 2.48, 1.82], [4.16, 2.77, 1.46], [4.98, 1.79, 0.94], [4.49, 0.50, 0.75], [3.18, 0.20, 1.09], [1.70, -1.20, 2.87], [0.86, -0.26, 4.10], [-1.83, -0.17, 3.21], [-2.38, -1.87, 3.27], [0.38, -2.44, 0.06], [0.98, -4.78, -0.54], [-0.74, -6.55, -0.40], [-3.02, -6.01, 0.35], [-3.61, -3.69, 0.97], [-4.20, -0.36, 2.84], [-6.60, 0.00, 2.44], [-7.57, -0.43, 0.21], [-6.12, -1.20, -1.64], [-3.70, -1.55, -1.25], [1.34, -3.64, 2.48], [1.75, -5.65, 3.86], [0.51, -5.98, 5.97], [-1.13, -4.28, 6.71], [-1.52, -2.26, 5.35], [-1.73, 2.43, 1.80], [-2.69, 4.18, 3.28], [-1.53, 4.80, 5.36], [0.58, 3.69, 5.99], [1.56, 1.96, 4.52], [2.22, 3.25, 2.23], [4.55, 3.77, 1.61], [6.01, 2.01, 0.68], [5.13, -0.27, 0.34], [2.80, -0.80, 0.94], [4.73, -0.90, -3.99], [3.59, -0.99, -4.78], [2.58, -0.06, -4.66], [2.67, 0.97, -3.72], [3.83, 1.06, -2.93], [4.84, 0.13, -3.07], [1.04, 0.41, -1.63], [0.09, -0.65, -2.71], [0.63, -1.93, -2.82], [-0.05, -2.93, -3.49], [-1.29, -2.65, -4.05], [-1.84, -1.38, -3.96], [-1.16, -0.37, -3.29], [-0.51, 2.67, -2.40], [-0.91, 3.55, -3.40], [-2.19, 4.09, -3.34], [-3.03, 3.77, -2.29], [-2.61, 2.88, -1.31], [-1.34, 2.31, -1.35], [5.53, -1.62, -4.09], [3.50, -1.79, -5.51], [1.70, -0.14, -5.29], [3.94, 1.86, -2.21], [5.73, 0.23, -2.46], [1.61, -2.13, -2.38], [0.38, -3.92, -3.57], [-1.83, -3.44, -4.57], [-2.80, -1.16, -4.41], [-1.61, 0.61, -3.22], [-0.26, 3.84, -4.21], [-2.51, 4.77, -4.12], [-4.03, 4.19, -2.23], [-3.28, 2.63, -0.50], [4.02, 6.31, -3.87], [3.38, 5.40, -3.58], [2.62, 4.24, -3.20], [2.21, 3.36, -4.11], [1.58, 2.05, -3.71], [0.88, 2.13, -2.37], [1.58, 3.00, -1.40], [2.35, 4.00, -1.78], [2.40, 3.50, -5.17], [0.82, 1.74, -4.43], [1.35, 2.78, -0.37], [2.81, 4.64, -1.04]]}

{"formula": "C56H47F5MnN4O7Se", "method": "ωB97M-V/def2-TZVPD", "charge": -2, "e_lumo_ha": [0.137, 0.137], "multiplicity": 6, "homo_lumo_gap_ev": [4.867, 5.572], "e_tot_ev": -189384.613, "elements": ["Mn", "C", "C", "C", "O", "C", "C", "O", "C", "O", "C", "C", "C", "C", "C", "C", "C", "C", "C", "C", "C", "C", "C", "O", "C", "C", "C", "C", "C", "C", "C", "C", "C", "C", "C", "C", "H", "H", "H", "H", "H", "H", "H", "H", "H", "H", "H", "H", "H", "H", "H", "H", "H", "H", "H", "H", "H", "H", "H", "H", "H", "H", "H", "H", "O", "H", "H", "C", "N", "C", "C", "N", "C", "H", "H", "H", "H", "H", "H", "O", "C", "N", "C", "C", "O", "N", "C", "C", "C", "C", "C", "C", "C", "C", "C", "C", "C", "C", "H", "H", "H", "H", "H", "H", "H", "H", "H", "H", "H", "F", "C", "C", "F", "C", "F", "C", "Se", "C", "F", "C", "F"], "coordinates": [[0.11, -0.58, 0.28], [-2.54, 5.56, 0.67], [-2.27, 4.57, -0.44], [-2.74, 5.06, -1.85], [-2.97, 3.32, -0.23], [-2.00, 2.26, -0.37], [-0.69, 2.91, 0.01], [-0.86, 4.31, -0.36], [0.65, 2.31, -0.57], [0.92, 1.12, 0.13], [1.71, 3.43, -0.14], [2.15, 3.42, 1.18], [3.13, 4.27, 1.63], [3.77, 5.16, 0.79], [3.34, 5.16, -0.57], [2.29, 4.37, -1.01], [0.46, 2.16, -2.06], [-0.07, 3.25, -2.83], [-0.58, 2.99, -4.07], [-0.44, 1.73, -4.64], [0.34, 0.74, -4.02], [0.76, 0.96, -2.71], [-2.55, 0.93, 0.23], [-1.66, -0.12, 0.01], [-3.81, 0.64, -0.67], [-3.56, -0.05, -1.86], [-4.55, -0.30, -2.77], [-5.81, 0.13, -2.55], [-6.09, 0.87, -1.40], [-5.11, 1.08, -0.39], [-2.98, 0.99, 1.77], [-3.57, 2.14, 2.36], [-4.00, 2.15, 3.66], [-3.90, 0.95, 4.38], [-3.40, -0.21, 3.79], [-2.89, -0.18, 2.50], [-3.60, 5.81, 0.87], [-2.07, 6.46, 0.28], [-2.04, 5.23, 1.60], [-3.83, 5.18, -1.81], [-2.48, 4.28, -2.58], [-2.27, 6.00, -2.13], [-2.01, 1.99, -1.40], [-0.50, 2.93, 1.09], [1.71, 2.70, 1.83], [3.35, 4.38, 2.70], [4.55, 5.83, 1.11], [3.83, 5.85, -1.22], [1.88, 4.54, -2.00], [0.04, 4.25, -2.44], [-1.12, 3.77, -4.62], [-0.89, 1.52, -5.62], [0.60, -0.17, -4.56], [1.29, 0.16, -2.19], [-2.56, -0.39, -2.01], [-4.29, -0.78, -3.72], [-6.63, -0.11, -3.21], [-7.08, 1.19, -1.18], [-5.43, 1.64, 0.53], [-3.63, 3.04, 1.75], [-4.42, 3.04, 4.11], [-4.27, 0.82, 5.40], [-3.46, -1.13, 4.38], [-2.38, -1.04, 2.05], [-0.40, -2.72, 0.08], [-0.06, -2.88, -0.86], [-1.38, -2.89, 0.02], [0.71, -3.81, 5.06], [0.70, -2.65, 4.16], [1.09, -1.38, 4.52], [0.85, -0.55, 3.46], [0.40, -1.34, 2.39], [0.32, -2.56, 2.85], [1.30, -3.58, 5.94], [1.17, -4.63, 4.52], [-0.31, -4.09, 5.34], [1.41, -1.22, 5.52], [1.11, 0.51, 3.27], [0.06, -3.37, 2.18], [1.21, -2.93, -1.87], [2.16, -2.32, -1.37], [3.52, -2.41, -1.69], [4.41, -1.71, -0.70], [3.28, -1.06, 0.16], [3.48, -0.47, 1.21], [2.02, -1.35, -0.33], [5.15, -0.52, -1.31], [5.84, 0.32, -0.44], [6.33, 1.54, -0.90], [6.18, 1.91, -2.21], [5.53, 1.06, -3.11], [4.99, -0.13, -2.63], [5.27, -2.67, 0.07], [4.68, -3.54, 0.99], [5.53, -4.36, 1.73], [6.90, -4.37, 1.51], [7.48, -3.52, 0.57], [6.66, -2.74, -0.26], [3.72, -3.24, -2.23], [5.98, 0.06, 0.62], [6.94, 2.14, -0.23], [6.51, 2.91, -2.54], [5.50, 1.28, -4.19], [4.44, -0.75, -3.38], [3.60, -3.55, 1.16], [5.07, -4.97, 2.50], [7.53, -5.04, 2.07], [8.55, -3.47, 0.51], [7.06, -2.17, -1.08], [-7.02, -8.23, -0.27], [-6.27, -7.16, -0.41], [-5.56, -6.65, 0.69], [-5.75, -7.31, 1.88], [-4.77, -5.50, 0.61], [-4.27, -5.02, 1.77], [-4.60, -4.78, -0.60], [-3.63, -3.20, -0.77], [-5.28, -5.38, -1.70], [-5.11, -4.77, -2.89], [-6.16, -6.45, -1.60], [-6.94, -6.83, -2.67]]}

{"formula": "C56H49BBiNO3P2", "method": "ωB97M-V/def2-TZVPD", "charge": 2, "e_lumo_ha": -0.195, "multiplicity": 1, "homo_lumo_gap_ev": 7.514, "e_tot_ev": -91584.480, "elements": ["Bi", "C", "C", "C", "C", "C", "C", "C", "C", "P", "C", "C", "C", "C", "C", "C", "C", "C", "C", "C", "C", "C", "C", "O", "C", "C", "C", "C", "C", "C", "P", "C", "C", "C", "C", "C", "C", "C", "C", "C", "C", "C", "C", "H", "H", "H", "H", "H", "H", "H", "H", "H", "H", "H", "H", "H", "H", "H", "H", "H", "H", "H", "H", "H", "H", "H", "H", "H", "H", "H", "H", "H", "H", "H", "H", "N", "C", "C", "C", "C", "C", "C", "C", "H", "H", "H", "H", "H", "C", "C", "C", "C", "C", "C", "C", "C", "O", "B", "O", "C", "C", "H", "H", "H", "H", "H", "H", "H", "H", "H", "H", "H", "H"], "coordinates": [[0.65, -1.16, -0.08], [0.87, 2.93, -6.13], [1.42, 1.59, -5.60], [2.28, 0.91, -6.68], [2.27, 1.86, -4.37], [3.39, 2.68, -4.45], [4.18, 2.96, -3.34], [3.85, 2.43, -2.11], [2.73, 1.61, -1.99], [2.39, 0.90, -0.37], [3.92, 0.08, 0.14], [4.89, 0.74, 0.91], [6.09, 0.11, 1.19], [6.35, -1.16, 0.71], [5.40, -1.82, -0.07], [4.19, -1.20, -0.35], [2.08, 2.26, 0.76], [1.59, 3.47, 0.26], [1.28, 4.50, 1.14], [1.46, 4.33, 2.50], [1.93, 3.12, 3.00], [2.23, 2.09, 2.14], [1.96, 1.34, -3.12], [0.88, 0.52, -2.91], [0.04, 0.22, -3.95], [-1.06, -0.56, -3.62], [-2.00, -0.89, -4.59], [-1.80, -0.46, -5.89], [-0.69, 0.32, -6.20], [0.25, 0.69, -5.24], [-1.34, -1.12, -1.93], [-2.87, -0.36, -1.37], [-4.10, -0.99, -1.51], [-5.26, -0.33, -1.12], [-5.19, 0.96, -0.60], [-3.96, 1.60, -0.47], [-2.80, 0.94, -0.86], [-1.55, -2.91, -1.93], [-2.12, -3.51, -0.80], [-2.19, -4.89, -0.71], [-1.70, -5.67, -1.75], [-1.12, -5.08, -2.86], [-1.04, -3.70, -2.96], [1.68, 3.60, -6.40], [0.25, 3.43, -5.38], [0.26, 2.77, -7.02], [3.11, 1.56, -6.97], [1.69, 0.72, -7.58], [2.68, -0.03, -6.32], [3.66, 3.10, -5.40], [5.05, 3.60, -3.44], [4.46, 2.64, -1.24], [4.70, 1.73, 1.29], [6.83, 0.63, 1.79], [7.29, -1.65, 0.93], [5.61, -2.81, -0.46], [3.48, -1.72, -0.99], [1.46, 3.62, -0.80], [0.91, 5.44, 0.75], [1.23, 5.14, 3.18], [2.07, 2.99, 4.07], [2.59, 1.14, 2.53], [-2.86, -1.49, -4.34], [-2.52, -0.71, -6.66], [-0.56, 0.66, -7.22], [-4.17, -1.99, -1.91], [-6.22, -0.82, -1.22], [-6.09, 1.47, -0.29], [-3.90, 2.60, -0.07], [-1.84, 1.44, -0.77], [-2.51, -2.90, 0.01], [-2.64, -5.35, 0.15], [-1.76, -6.75, -1.69], [-0.74, -5.69, -3.67], [-0.60, -3.24, -3.83], [1.36, -2.97, 2.06], [1.78, -4.01, 2.32], [2.32, -5.32, 2.63], [3.69, -5.46, 2.82], [4.21, -6.71, 3.12], [3.36, -7.80, 3.24], [1.99, -7.65, 3.06], [1.46, -6.40, 2.75], [4.34, -4.60, 2.73], [5.27, -6.83, 3.28], [3.76, -8.77, 3.48], [1.33, -8.50, 3.16], [0.40, -6.27, 2.62], [-4.14, 2.73, 6.57], [-3.89, 3.30, 5.18], [-2.87, 4.44, 5.30], [-5.19, 3.88, 4.61], [-3.39, 2.19, 4.25], [-4.18, 1.05, 4.06], [-3.81, -0.01, 3.23], [-2.60, 0.13, 2.59], [-1.96, -0.75, 1.71], [-0.81, -0.09, 1.38], [-0.65, 1.11, 2.01], [-1.82, 1.24, 2.77], [-2.17, 2.29, 3.58], [-4.48, 3.52, 7.25], [-3.23, 2.29, 6.99], [-4.92, 1.96, 6.56], [-3.27, 5.21, 5.97], [-2.68, 4.92, 4.34], [-1.92, 4.10, 5.72], [-5.54, 4.70, 5.24], [-5.98, 3.13, 4.57], [-5.04, 4.27, 3.60], [-5.13, 0.97, 4.58], [-4.43, -0.88, 3.10], [-1.52, 3.14, 3.69]]}

| no. | molar mass (u) |
| --- | --- |
| 1 | 1033.11 |
| 2 | 1051.90 |
| 3 | 1116.90 |
| 4 | 1065.75 |